Computed, not measured: C42H52CaN5PSSiTe as an isolated structure at a distorted geometry, with the ωB97M-V functional and the def2-TZVPD basis.

Properties
* calculated total energy: -105584.3467 eV
* total charge: -2
* LUMO: 4.13 eV
* Kohn-Sham gap: 4.19 eV

XYZ file:
```
104
Properties=species:S:1:pos:R:3:forces:R:3:mulliken_charge:R:1
Ca 0.05979 0.07950 0.32762 1.401 0.355 -0.213 1.848
C -4.07664 -1.75927 0.40616 0.045 0.018 0.090 -1.775
C -2.59663 -1.50879 0.25574 -0.110 -0.107 -0.210 -0.330
N -2.10857 -0.20774 0.05002 -0.796 0.022 -0.255 -0.057
N -2.83942 0.59957 -0.72907 -0.176 0.378 0.674 0.251
C -2.64122 1.93110 -0.82896 0.257 -0.438 -0.521 -0.309
N -3.43548 2.47593 -1.85288 0.015 0.110 0.193 -0.443
S -0.97929 2.49568 -0.58139 -0.614 0.485 -0.049 -0.392
C -1.67545 -2.51164 0.37752 0.027 0.057 -0.091 0.828
C -2.05196 -3.88625 0.66593 -0.021 0.027 0.037 -1.301
C -1.13011 -4.87646 0.64941 0.064 0.004 -0.013 -0.410
C 0.23843 -4.57893 0.37401 -0.042 -0.043 0.015 -1.132
C 0.55575 -3.25454 0.19451 -0.016 0.034 0.013 -0.330
N -0.29462 -2.22302 0.21991 -0.266 -0.553 0.001 0.324
H -4.63007 -0.81684 0.43299 -0.006 -0.005 0.030 0.544
H -4.30384 -2.27092 1.34931 -0.014 -0.004 -0.007 0.495
H -4.49961 -2.36038 -0.40488 -0.013 0.001 -0.007 0.122
H -3.76671 0.29291 -1.01739 0.059 -0.021 -0.097 0.382
H -3.15841 1.95983 -2.73078 -0.008 -0.100 -0.003 0.033
H -3.19839 3.45174 -1.97930 -0.013 0.003 0.026 0.331
H -3.09064 -4.11019 0.87348 0.001 -0.010 -0.016 0.261
H -1.43275 -5.90005 0.84944 -0.016 0.006 0.006 0.368
H 1.00110 -5.34441 0.34323 0.008 0.011 -0.003 0.412
H 1.59931 -2.98576 0.04319 0.005 0.010 -0.012 -0.018
C 5.30641 0.17028 -0.92958 -0.005 0.016 -0.038 -1.755
C 3.81584 0.37345 -1.19288 -0.014 -0.046 0.029 0.710
C 3.15659 -0.99674 -1.37229 -0.017 0.041 0.013 -1.595
P 2.76291 1.32573 0.01998 0.357 0.016 0.142 1.433
C 3.13203 3.11415 -0.34754 -0.062 -0.020 0.011 0.574
C 2.32975 3.96645 0.63520 -0.002 -0.019 -0.004 -1.305
C 4.58281 3.58179 -0.39433 -0.024 -0.002 -0.031 -1.530
C 3.42617 1.07544 1.70675 -0.044 -0.001 0.005 0.049
C 4.75283 1.25751 2.09597 -0.024 0.006 -0.004 0.178
C 5.18439 1.20878 3.41490 0.018 0.007 0.009 0.199
C 6.63651 1.38141 3.77991 -0.033 -0.013 -0.008 -1.801
C 4.20599 0.99364 4.38703 0.009 0.006 -0.004 -0.877
C 2.88269 0.80416 4.05848 -0.013 -0.006 -0.027 -0.336
C 2.43256 0.80095 2.70579 0.011 -0.018 0.057 -1.357
N 1.14913 0.56651 2.36627 0.034 0.040 0.252 0.560
C 0.18572 0.44544 3.38807 -0.007 -0.052 0.151 -0.710
C -0.13154 -0.80483 3.94765 0.024 -0.021 -0.009 1.563
C 0.66471 -2.02573 3.57749 -0.010 0.013 -0.011 -1.194
C -1.18787 -0.90762 4.84564 0.013 0.000 0.020 -1.112
C -1.93530 0.19644 5.23247 -0.002 0.015 -0.001 0.881
C -3.07728 0.05667 6.20658 0.020 0.006 -0.015 -1.518
C -1.58370 1.43325 4.70902 0.008 -0.003 0.012 -1.175
C -0.53610 1.57579 3.80619 0.004 0.007 -0.028 0.979
C -0.17467 2.92890 3.26097 -0.013 -0.018 -0.002 -1.235
H 5.74967 -0.38502 -1.76322 0.004 0.001 0.006 0.459
H 5.45789 -0.41886 -0.02331 -0.001 0.002 0.008 0.325
H 5.85890 1.10254 -0.82229 0.000 0.016 0.014 0.306
H 3.68108 0.93909 -2.12229 -0.006 0.009 0.000 0.577
H 3.19866 -1.55465 -0.43203 -0.011 -0.011 -0.003 0.303
H 3.67552 -1.58827 -2.13236 0.014 -0.007 0.009 0.520
H 2.11336 -0.90236 -1.68305 0.001 -0.004 -0.011 0.151
H 2.68887 3.23581 -1.34173 -0.022 0.011 0.004 0.355
H 2.64130 3.76663 1.66455 0.005 0.011 0.004 0.204
H 1.26188 3.76192 0.55568 -0.003 -0.013 0.013 0.032
H 2.48739 5.03004 0.43202 -0.004 -0.001 -0.010 0.580
H 5.08463 3.44196 0.56439 0.004 -0.002 0.015 0.251
H 4.60490 4.65323 -0.62096 0.014 -0.004 -0.008 0.488
H 5.15550 3.07400 -1.17091 0.013 -0.026 0.006 0.303
H 5.49635 1.45668 1.33441 -0.001 0.008 -0.009 0.180
H 7.21401 1.71517 2.91540 0.007 0.002 0.004 0.344
H 7.08661 0.44758 4.13263 0.008 0.001 -0.002 0.316
H 6.76971 2.12275 4.57319 0.007 0.002 -0.001 0.360
H 4.49484 0.97357 5.43552 -0.008 -0.002 0.003 0.328
H 2.15079 0.63960 4.84075 0.021 -0.002 0.013 0.425
H 1.72849 -1.79256 3.50936 0.001 -0.002 0.010 0.157
H 0.35640 -2.41852 2.60744 -0.004 -0.002 -0.005 0.121
H 0.52246 -2.81315 4.31996 -0.001 0.001 -0.001 0.476
H -1.43389 -1.88649 5.24890 -0.002 0.000 -0.002 0.344
H -3.69161 -0.81418 5.97052 -0.004 -0.001 0.002 0.354
H -3.71954 0.93824 6.18170 -0.005 -0.002 0.006 0.368
H -2.71683 -0.06343 7.23250 -0.004 -0.003 0.002 0.281
H -2.14705 2.31574 5.00040 -0.001 0.001 -0.001 0.279
H -0.74589 3.71141 3.76412 -0.001 0.002 -0.005 0.428
H -0.37779 2.98543 2.18968 0.006 0.006 -0.004 0.081
H 0.89052 3.13036 3.39148 0.002 0.003 0.001 0.155
Te 0.18601 1.87344 -2.67883 0.103 -0.143 -0.027 -0.448
C -6.37575 -2.70105 -3.56348 0.013 0.004 0.001 -0.438
C -6.33707 -1.36628 -3.94602 -0.004 0.006 -0.006 -0.562
C -5.14015 -0.66193 -3.90434 0.001 -0.017 -0.009 -0.243
C -3.93809 -1.25905 -3.50416 0.004 -0.140 0.021 0.385
C -4.01160 -2.60252 -3.10796 -0.024 0.015 -0.011 -0.146
C -5.20377 -3.31467 -3.13713 -0.016 0.004 -0.004 -0.414
Si -2.29999 -0.25459 -3.32278 -0.277 0.114 -0.103 -0.686
C -1.71114 -0.11639 -5.13469 0.074 -0.069 -0.002 0.465
C -2.38800 0.65683 -6.08359 -0.031 -0.032 -0.010 -0.363
C -1.91902 0.80625 -7.38043 0.008 0.003 -0.004 -0.614
C -0.73219 0.19501 -7.76828 0.003 0.002 -0.004 -0.383
C -0.03208 -0.56779 -6.84430 -0.018 0.007 0.001 -0.557
C -0.51984 -0.72144 -5.55090 0.033 0.043 -0.052 0.018
H -7.30989 -3.25104 -3.58309 -0.004 -0.005 0.001 0.347
H -7.24743 -0.86783 -4.26279 -0.003 0.004 -0.009 0.350
H -5.14267 0.39036 -4.17639 0.005 0.006 0.007 0.197
H -3.11097 -3.09324 -2.75258 0.011 0.001 0.002 0.308
H -5.22060 -4.35181 -2.81909 0.007 -0.004 0.004 0.372
H -1.41480 -1.33976 -2.79059 0.094 0.011 0.018 -0.283
H -3.30517 1.16265 -5.79597 0.003 0.010 0.002 0.151
H -2.47089 1.41344 -8.09031 -0.013 0.001 0.000 0.334
H -0.35403 0.32112 -8.77667 -0.002 -0.004 -0.005 0.340
H 0.89889 -1.04464 -7.13225 0.005 -0.003 0.010 0.344
H 0.03795 -1.32223 -4.84138 -0.003 -0.001 0.010 0.348
```
Forces are in eV/Å.